# 1
A 2-piece molecular cluster, C5H5ClN2O2 overall in a non-equilibrium geometry. Source: the Open Molecules 2025 dataset; level of theory: the ωB97M-V functional and the def2-TZVPD basis.

HOMO level in hartree: -0.3827
Lowest unoccupied orbital energy in eV: -0.7
Electronic energy in eV: -24860.177
SMILES string: O=[N+]([O-])c1cccnc1.Cl
Frontier orbital gap in Ha: 0.35760

Geometry as XYZ:
```
15
Properties=species:S:1:pos:R:3:nbo_charge:R:1
O -0.7018 0.9582 2.6994 -0.40
N -0.8417 -0.1637 2.2904 0.54
O -1.1718 -1.1199 2.9341 -0.36
C -0.5425 -0.4258 0.8853 -0.02
C -0.3757 0.6333 -0.0057 -0.14
C 0.0682 0.1925 -1.2241 -0.25
C 0.1675 -1.1637 -1.5504 0.06
N -0.0549 -2.1540 -0.6920 -0.39
C -0.2232 -1.7464 0.5389 0.06
H -0.5355 1.6371 0.1143 0.24
H 0.3106 1.0407 -1.8918 0.23
H 0.3920 -1.2719 -2.6565 0.21
H -0.2975 -2.4799 1.2906 0.22
Cl 1.8412 2.4042 2.3918 -0.28
H 0.7356 2.6277 3.0201 0.29
```



# 2
One molecule with the formula C5H5ClO in a non-equilibrium geometry. Source: the Open Molecules 2025 dataset; level of theory: the ωB97M-V functional and the def2-TZVPD basis.

HOMO level (spin up / spin down) in hartree: -0.3182 / -0.3182
Lowest unoccupied orbital energy (spin up / spin down) in eV: 0.4 / 0.4
Electronic energy in eV: -19832.076
Frontier orbital gap (spin up / spin down) in Ha: 0.33224 / 0.33226

Geometry as XYZ:
```
12
Properties=species:S:1:pos:R:3:nbo_charge:R:1
C -0.3588 -0.2054 0.7574 -0.34
C -0.2936 -0.1337 -0.5642 -0.02
C 1.3792 1.1106 0.0955 0.71
C 0.7858 0.5082 1.4119 -0.34
C -1.0420 -0.8815 -1.6694 -0.69
O 2.0919 1.9348 -0.3613 -0.46
Cl 0.6734 1.6154 2.8245 -0.03
H -1.0900 -0.7696 1.4536 0.22
H 1.5069 -0.2663 1.7264 0.24
H -1.1731 -1.8828 -1.2304 0.23
H -0.5400 -0.8571 -2.6382 0.24
H -1.9398 -0.1726 -1.8056 0.24
```



# 3
One molecule with the formula C5H5ClO. Source: the Open Molecules 2025 dataset; level of theory: the ωB97M-V functional and the def2-TZVPD basis.

HOMO level in hartree: -0.2938
Lowest unoccupied orbital energy in eV: 0.9
Electronic energy in eV: -19834.489
SMILES string: ClC1=COCC=C1
Frontier orbital gap in Ha: 0.32682

Geometry as XYZ:
```
12
Properties=species:S:1:pos:R:3:nbo_charge:R:1
Cl 1.0477 -2.4181 1.6702 0.00
C 0.5233 -1.0344 0.7713 -0.20
C 1.1079 0.1474 1.0048 0.17
O 0.7644 1.3005 0.3801 -0.48
C -0.2812 1.3005 -0.6157 -0.10
C -0.9412 -0.0327 -0.8674 -0.21
C -0.5439 -1.1306 -0.2204 -0.22
H 1.9433 0.2766 1.6994 0.20
H 0.1742 1.6884 -1.5286 0.19
H -1.0341 2.0410 -0.2695 0.19
H -1.7376 -0.0583 -1.6118 0.22
H -1.0226 -2.0802 -0.4123 0.23
```



# 4
One molecule with the formula C5H5ClO in a non-equilibrium geometry. Source: the Open Molecules 2025 dataset; level of theory: the ωB97M-V functional and the def2-TZVPD basis.

HOMO level in hartree: -0.3268
Lowest unoccupied orbital energy in eV: -0.5
Electronic energy in eV: -19832.606
SMILES string: O=CC1=C(Cl)CC1
Frontier orbital gap in Ha: 0.30761

Geometry as XYZ:
```
12
Properties=species:S:1:pos:R:3:nbo_charge:R:1
O 1.6927 -2.8007 -0.0664 -0.52
C 0.5267 -2.5227 -0.1617 0.37
C 0.0094 -1.1718 -0.0574 -0.13
C -1.4263 -0.5321 -0.0493 0.00
Cl -2.9655 -1.0706 -0.0653 0.14
C -0.8212 0.8221 -0.0357 -0.45
C 0.5891 0.1941 0.1655 -0.42
H -0.2929 -3.4029 -0.1945 0.11
H -0.9949 1.3101 -0.9272 0.23
H -0.9456 1.5399 0.8828 0.22
H 1.1772 0.4846 1.1111 0.23
H 1.1292 0.4813 -0.7440 0.21
```



# 5
One molecule with the formula C5H5ClOS in a non-equilibrium geometry. Source: the Open Molecules 2025 dataset; level of theory: the ωB97M-V functional and the def2-TZVPD basis.

HOMO level in hartree: -0.3437
Lowest unoccupied orbital energy in eV: 0.4
Electronic energy in eV: -30665.963
SMILES string: C#C[C@@]1(S)[C@H](Cl)[C@@H]1O
Frontier orbital gap in Ha: 0.35870

Geometry as XYZ:
```
13
Properties=species:S:1:pos:R:3:nbo_charge:R:1
C 0.6298 1.0665 2.6418 -0.21
C 0.3440 0.6280 1.5286 -0.02
C -0.1311 0.0567 0.2783 -0.25
S -1.9693 0.4207 0.4379 0.00
C 0.5983 0.2116 -1.1298 -0.33
Cl -0.1207 0.6593 -2.4979 0.10
C 0.3980 -1.1013 -0.3954 0.07
O -0.4602 -1.9146 -1.1850 -0.71
H 1.0743 1.1125 3.5469 0.22
H -1.9167 1.3576 -0.7309 0.17
H 1.6764 0.5593 -1.0689 0.23
H 1.3504 -1.6991 -0.2070 0.23
H -1.4732 -1.3571 -1.2186 0.48
```



# 6
One molecule with the formula C5H5ClOS in a non-equilibrium geometry. Source: the Open Molecules 2025 dataset; level of theory: the ωB97M-V functional and the def2-TZVPD basis.

HOMO level in hartree: -0.3360
Lowest unoccupied orbital energy in eV: -1.3
Electronic energy in eV: -30668.474
SMILES string: S=C/C(Cl)=C/[C@@H]1CO1
Frontier orbital gap in Ha: 0.28817

Geometry as XYZ:
```
13
Properties=species:S:1:pos:R:3:nbo_charge:R:1
S -3.3355 -1.0985 0.2297 0.08
C -2.6130 0.3388 0.0577 -0.32
C -1.1929 0.6604 0.1237 -0.08
Cl -0.9153 2.4347 0.2077 -0.03
C -0.1796 -0.2216 0.2240 -0.14
C 1.1942 0.1812 0.0613 -0.01
C 2.2756 -0.7712 -0.3863 -0.08
O 2.0653 -0.5444 1.0043 -0.47
H -3.3114 1.2077 -0.0630 0.22
H -0.4266 -1.2572 0.2242 0.24
H 1.4089 1.2383 -0.0511 0.22
H 1.8475 -1.7108 -0.7886 0.18
H 3.1828 -0.4573 -0.8436 0.20
```



# 7
One molecule with the formula C5H5F in a non-equilibrium geometry. Source: the Open Molecules 2025 dataset; level of theory: the ωB97M-V functional and the def2-TZVPD basis.

HOMO level in hartree: -0.3143
Lowest unoccupied orbital energy in eV: 1.1
Electronic energy in eV: -7981.592
SMILES string: FC1=CC=CC1
Frontier orbital gap in Ha: 0.35395

Geometry as XYZ:
```
11
Properties=species:S:1:pos:R:3:nbo_charge:R:1
F -2.4728 0.0857 0.0245 -0.34
C -1.0901 0.1223 0.0178 0.41
C -0.4100 1.2574 -0.0830 -0.33
C 1.0266 0.8724 0.0308 -0.22
C 1.0671 -0.5163 -0.0874 -0.20
C -0.3045 -1.1418 -0.0606 -0.54
H -0.9406 2.2910 -0.2156 0.24
H 1.8943 1.6342 0.1902 0.24
H 2.0198 -1.0954 0.1490 0.22
H -0.4837 -1.8054 -0.9139 0.26
H -0.3062 -1.7043 0.9481 0.26
```



# 8
One molecule with the formula C5H5F in a non-equilibrium geometry. Source: the Open Molecules 2025 dataset; level of theory: the ωB97M-V functional and the def2-TZVPD basis.

HOMO level in hartree: -0.3231
Lowest unoccupied orbital energy in eV: 1.0
Electronic energy in eV: -7980.694
SMILES string: C#C/C(C)=C\F
Frontier orbital gap in Ha: 0.36039

Geometry as XYZ:
```
11
Properties=species:S:1:pos:R:3:nbo_charge:R:1
C -2.0012 -1.2320 -0.0130 -0.20
C -1.0073 -0.5112 0.0085 -0.04
C 0.0181 0.4994 -0.0297 -0.18
C -0.4250 1.9103 0.0382 -0.62
C 1.3482 0.1101 -0.0708 0.28
F 1.6491 -1.1644 0.0635 -0.31
H -2.8463 -1.8428 -0.0863 0.23
H 0.3716 2.6700 0.1160 0.22
H -1.1686 2.0827 0.8475 0.23
H -1.0017 2.1502 -0.8230 0.22
H 2.2059 0.7601 -0.2246 0.17
```



Calculated energy above the lowest of the compared OMol25 structures with the same formula, charge and spin (kJ/mol), listed in the same order as above: 392.4; 283.4; 50.5; 232.3; 441.1; 198.8; 62.9; 149.5